Run a
One molecule with the formula CH5N, computed with wB97M-V/def2-TZVPD.

Each line ends with the natural charge from an NBO analysis.
Element x y z (Å)
1 C 0.13 0.28 -0.46  -0.47
2 N 0.04 -0.28 0.89  -0.83
3 H -0.79 0.42 -1.16  0.19
4 H 0.52 -0.41 -1.22  0.20
5 H 1.03 0.97 -0.38  0.21
6 H -0.61 0.26 1.45  0.35
7 H -0.31 -1.23 0.87  0.35

For the HOMO-LUMO gap, the calculation gives 10.7 eV.

---

Run b
One molecule with the formula CH5N, computed with wB97M-V/def2-TZVPD.

Each line ends with the natural charge from an NBO analysis.
Element x y z (Å)
1 C 0.27 -0.39 0.41  -0.41
2 N -0.37 0.74 -0.35  -0.86
3 H 1.07 -0.75 -0.15  0.18
4 H -0.48 -1.20 0.49  0.19
5 H 0.58 -0.08 1.41  0.19
6 H 0.19 1.23 -0.96  0.35
7 H -1.26 0.45 -0.86  0.36

For the HOMO-LUMO gap, the calculation gives 10.3 eV.

---

Energetically preferred structure: run b | next structure: +0.461 eV

---

Run a
One molecule with the formula C7H6O2S, computed with wB97M-V/def2-TZVPD.

Each line ends with the natural charge from an NBO analysis.
Element x y z (Å)
1 O -0.68 -0.54 -3.29  -0.54
2 C -0.21 0.28 -2.53  0.79
3 O -0.08 1.63 -2.85  -0.68
4 C 0.01 0.00 -1.02  -0.20
5 C 0.87 0.73 -0.30  -0.19
6 C 1.07 0.48 1.03  -0.23
7 C 0.24 -0.39 1.71  -0.10
8 S 0.19 0.04 3.53  -0.02
9 C -0.70 -1.08 1.00  -0.24
10 C -0.64 -1.05 -0.42  -0.14
11 H -0.21 2.10 -1.99  0.48
12 H 1.30 1.62 -0.77  0.22
13 H 1.81 1.03 1.70  0.23
14 H -0.31 -1.30 3.65  0.15
15 H -1.35 -1.85 1.51  0.23
16 H -1.33 -1.70 -0.96  0.24

For the HOMO-LUMO gap, the calculation gives 9.5 eV.

---

Run b
One molecule with the formula C7H6O2S, computed with wB97M-V/def2-TZVPD.

Each line ends with the natural charge from an NBO analysis.
Element x y z (Å)
1 C -0.41 -0.68 0.69  -0.52
2 C -0.47 -1.15 2.08  -0.30
3 C 1.11 -0.58 0.41  -0.05
4 C 2.10 -1.16 1.27  -0.44
5 C -1.32 0.42 -0.17  0.65
6 C 1.17 0.28 -0.83  -0.47
7 C -0.26 0.77 -1.24  0.00
8 O -2.43 0.78 0.01  -0.49
9 O -0.22 2.15 -1.50  -0.69
10 S 1.04 -1.61 2.63  0.59
11 H -0.69 -1.56 0.09  0.32
12 H -1.35 -1.32 2.66  0.24
13 H 1.77 1.18 -0.64  0.25
14 H 1.65 -0.23 -1.67  0.23
15 H -0.58 0.22 -2.15  0.19
16 H -1.12 2.49 -1.61  0.48

For the HOMO-LUMO gap, the calculation gives 7.4 eV.

---

Energetically preferred structure: run a | next structure: +3.961 eV

---

Run a
One molecule with the formula C2H9N3O2S, computed with wB97M-V/def2-TZVPD.

Each line ends with the natural charge from an NBO analysis.
Element x y z (Å)
1 C -1.66 -0.08 0.72  -0.42
2 N -0.75 0.51 -0.17  -0.75
3 C -0.43 -0.55 -1.57  0.03
4 N 0.92 -0.65 -1.75  -0.80
5 S 0.68 1.19 0.52  2.37
6 N 1.39 -0.28 1.08  -1.07
7 O 1.67 1.63 -0.47  -0.94
8 O 0.38 2.05 1.61  -0.91
9 H -1.67 0.21 1.75  0.23
10 H -2.62 0.03 0.43  0.21
11 H -1.43 -1.27 0.96  0.13
12 H -0.94 0.06 -2.30  0.20
13 H -0.94 -1.43 -1.19  0.19
14 H 1.21 0.27 -1.86  0.39
15 H 1.23 -0.95 -0.83  0.39
16 H 2.23 0.03 1.47  0.40
17 H 0.73 -0.78 1.61  0.39

For the HOMO-LUMO gap, the calculation gives 10.2 eV.

---

Run b
A 2-piece molecular cluster, C2H9N3O2S overall, computed with wB97M-V/def2-TZVPD.

Each line ends with the natural charge from an NBO analysis.
Element x y z (Å)
1 C 1.56 -0.78 0.11  -0.28
2 C 1.48 -1.15 2.41  -0.42
3 N -1.80 0.77 -2.10  -1.04
4 N 0.44 0.70 1.56  -0.64
5 N 1.15 -0.36 1.26  -0.07
6 O -0.84 2.52 -3.50  -0.89
7 O 0.59 0.55 -2.91  -0.94
8 S -0.26 1.54 -2.29  1.61
9 H 2.20 -1.71 0.05  0.19
10 H 1.31 -0.38 -0.93  0.23
11 H -0.21 2.53 -4.14  0.48
12 H 0.84 -2.10 2.39  0.22
13 H 2.52 -1.49 2.36  0.22
14 H 1.21 -0.53 3.41  0.25
15 H -2.27 1.01 -1.16  0.40
16 H -2.34 0.97 -2.87  0.39
17 H 0.27 1.31 0.83  0.31

For the HOMO-LUMO gap (spin up / spin down), the calculation gives 8.3 / 8.3 eV.

---

Energetically preferred structure: run a | next structure: +1.637 eV

---

Run a
A 2-piece molecular cluster, C9H13NO overall, computed with wB97M-V/def2-TZVPD.

Each line ends with the natural charge from an NBO analysis.
Element x y z (Å)
1 C -3.20 1.36 0.31  -0.45
2 N -2.17 0.37 -0.19  -0.62
3 C -1.74 -0.67 0.48  0.66
4 C -1.04 -1.63 -0.50  -0.72
5 O -1.89 -0.81 1.66  -0.61
6 H -2.99 1.76 1.42  0.25
7 H -3.27 2.37 -0.37  0.21
8 H -4.20 0.81 0.10  0.21
9 H -2.02 0.41 -1.22  0.39
10 H -0.84 -1.22 -1.62  0.20
11 H -1.70 -2.48 -0.69  0.24
12 H -0.15 -2.21 -0.05  0.25
13 C 3.17 -0.12 0.90  -0.22
14 C 2.83 1.18 0.51  -0.19
15 C 1.65 1.46 -0.18  -0.22
16 C 0.93 0.45 -0.75  -0.20
17 C 1.37 -0.91 -0.56  -0.21
18 C 2.35 -1.08 0.38  -0.22
19 H 4.21 -0.44 1.18  0.22
20 H 3.49 2.01 0.87  0.20
21 H 1.47 2.46 -0.15  0.21
22 H 0.09 0.69 -1.25  0.19
23 H 0.88 -1.73 -0.99  0.22
24 H 2.76 -2.05 0.70  0.20

For the HOMO-LUMO gap, the calculation gives 9.6 eV.

---

Run b
A 2-piece molecular cluster, C9H13NO overall, computed with wB97M-V/def2-TZVPD.

Each line ends with the natural charge from an NBO analysis.
Element x y z (Å)
1 C -2.20 1.83 0.32  -0.65
2 C -0.62 1.79 0.53  0.00
3 C -0.15 1.56 1.79  -0.24
4 C 1.36 1.61 1.92  -0.19
5 C 2.23 1.76 0.89  -0.25
6 C 1.63 1.99 -0.35  -0.18
7 C 0.26 2.01 -0.54  -0.24
8 H -2.58 2.71 -0.31  0.22
9 H -2.69 2.10 1.28  0.22
10 H -2.45 0.85 -0.25  0.22
11 H -0.93 1.38 2.55  0.22
12 H 1.63 1.24 2.95  0.21
13 H 3.35 1.79 1.15  0.23
14 H 2.34 2.23 -1.16  0.21
15 H -0.09 2.03 -1.54  0.21
16 C -0.02 -3.25 0.25  -0.75
17 C -0.36 -2.79 -1.12  0.67
18 N -1.62 -2.23 -1.31  -0.82
19 O 0.43 -2.93 -2.06  -0.62
20 H 0.47 -4.16 -0.07  0.25
21 H -0.84 -3.60 0.88  0.22
22 H 0.84 -2.71 0.66  0.26
23 H -1.91 -1.70 -2.10  0.40
24 H -2.15 -2.18 -0.50  0.38

For the HOMO-LUMO gap, the calculation gives 9.8 eV.

---

Run c
One molecule with the formula C9H13NO, computed with wB97M-V/def2-TZVPD.

Each line ends with the natural charge from an NBO analysis.
Element x y z (Å)
1 O -0.20 -1.06 -3.84  -0.58
2 C -0.27 -0.63 -2.68  0.52
3 C 0.78 0.18 -2.19  -0.46
4 C 1.23 0.63 -0.96  0.10
5 N 0.79 0.43 0.25  -0.42
6 C 1.11 1.39 1.35  -0.24
7 C -0.30 1.44 2.17  -0.40
8 C -0.61 0.01 2.13  -0.43
9 C -0.50 -0.04 0.51  -0.05
10 C -0.51 -1.41 -0.07  -0.42
11 C -1.13 -1.58 -1.60  -0.51
12 H 1.63 0.06 -3.15  0.24
13 H 2.07 1.31 -1.09  0.22
14 H 2.02 0.98 1.55  0.21
15 H 1.10 2.53 1.13  0.20
16 H -1.02 2.10 1.35  0.21
17 H -0.18 1.89 3.29  0.24
18 H -1.55 -0.40 2.67  0.24
19 H 0.43 -0.42 2.58  0.22
20 H -1.31 0.62 -0.05  0.20
21 H 0.66 -1.80 0.08  0.22
22 H -1.18 -2.01 0.50  0.22
23 H -2.25 -1.60 -1.80  0.23
24 H -0.80 -2.65 -2.11  0.25

For the HOMO-LUMO gap, the calculation gives 8.8 eV.

---

Energetically preferred structure: run b | next structure: +2.264 eV